1.
Density functional theory data (ωB97M-V/def2-TZVPD) for C29H38F9N3O12SSi2 as an isolated structure at a distorted geometry.

Calculated values
Highest occupied orbital energy ... -8.81 eV
LUMO ... -0.067 Ha
Total energy ... -4070.9076 Eh

Geometry as ORCA input:
```
! wB97M-V def2-TZVPD RIJCOSX def2/J DEFGRID3
* xyz 0 1
C 1.328 4.584 2.269
C 2.127 3.683 2.507
C 2.978 2.362 2.691
Si 1.994 0.905 1.857
C 3.178 0.236 0.492
C 4.587 -0.215 1.078
C 4.761 -1.811 1.152
F 3.430 -2.293 1.369
F 5.473 -2.226 2.284
C 5.229 -2.477 -0.210
F 4.720 -3.792 -0.217
F 4.598 -1.842 -1.286
S 7.067 -2.575 -0.515
F 7.315 -3.680 0.666
F 7.426 -1.289 0.441
F 6.912 -1.492 -1.783
F 6.794 -3.797 -1.614
F 8.667 -2.690 -0.883
O 0.563 1.610 1.228
Si -0.812 0.603 1.307
N -2.186 1.677 1.793
C -1.815 2.204 2.876
O -1.575 2.414 4.013
N -0.745 -0.671 2.529
C -2.091 -1.110 3.020
C -2.206 -2.714 3.107
C -3.611 -3.244 2.580
C -4.877 -2.494 3.226
O -1.027 -0.070 -0.241
C -2.367 -0.578 -0.446
C -2.686 -0.475 -1.997
N -3.982 0.169 -2.321
C -4.157 1.490 -1.670
C -2.916 2.473 -1.770
C -2.634 3.048 -3.223
O -3.248 3.634 -0.932
H 0.360 5.132 2.102
H 2.988 2.189 3.819
H 4.020 2.479 2.275
H 1.790 -0.080 2.917
H 3.385 1.143 -0.176
H 2.677 -0.523 -0.179
H 4.770 0.142 2.145
H 5.411 0.248 0.441
H -0.147 -1.456 2.255
H -2.210 -0.670 4.065
H -2.965 -0.755 2.399
H -1.386 -3.188 2.490
H -2.067 -3.012 4.189
H -3.702 -3.185 1.452
H -3.686 -4.337 2.892
H -5.671 -3.204 3.598
H -5.312 -1.846 2.392
H -4.583 -1.775 4.047
H -3.155 -0.137 0.234
H -2.322 -1.701 -0.191
H -2.717 -1.536 -2.421
H -1.831 0.059 -2.514
H -4.092 0.226 -3.343
H -4.503 1.384 -0.591
H -5.021 2.002 -2.215
H -1.947 2.068 -1.353
H -1.516 3.016 -3.409
H -3.250 2.582 -4.047
H -2.906 4.158 -3.217
H -3.011 3.349 -0.022
C -3.821 -6.585 -2.809
C -3.560 -5.342 -2.396
C -2.948 -5.077 -1.059
O -2.707 -3.930 -0.726
C -2.666 -6.223 -0.194
C -2.931 -7.466 -0.606
C -3.517 -7.733 -1.953
O -3.726 -8.881 -2.298
O -2.679 -8.536 0.180
O -3.837 -4.269 -3.172
H -4.262 -6.791 -3.775
H -2.239 -6.016 0.778
H -2.955 -9.314 -0.343
H -3.556 -3.491 -2.652
C 3.391 8.255 -1.137
C 2.638 8.176 -2.238
C 2.168 6.862 -2.769
O 1.468 6.834 -3.765
C 2.581 5.649 -2.062
C 3.337 5.727 -0.963
C 3.784 7.042 -0.416
O 4.457 7.072 0.598
O 3.729 4.618 -0.298
O 2.268 9.284 -2.919
H 3.736 9.200 -0.741
H 2.248 4.702 -2.466
H 4.260 4.941 0.456
H 1.730 8.962 -3.669
*
```

2.
Density functional theory data (ωB97M-V/def2-TZVPD) for C52H50N5O5P2W as an isolated structure.

Calculated values
ΔE to the lowest compared entry with this formula, charge and spin ... 0.000 eV
Highest occupied orbital energy (alpha / beta) ... -14.49 / -14.49 eV
LUMO (alpha / beta) ... -0.333 / -0.339 Ha
Total energy ... -3410.5838 Eh
<S²> ... 2.02

Geometry as ORCA input:
```
! wB97M-V def2-TZVPD RIJCOSX def2/J DEFGRID3
* xyz 3 3
W -0.152 -0.400 -0.308
O 1.757 -0.046 6.331
C 0.422 0.243 5.998
C 0.248 0.008 4.529
C -1.018 -0.033 3.963
C -1.141 -0.249 2.615
N -0.071 -0.397 1.812
C 1.170 -0.323 2.344
C 1.356 -0.157 3.694
C 2.284 -0.416 1.363
C 3.601 -0.232 1.699
C 4.583 -0.309 0.713
C 6.027 -0.091 1.056
O 6.127 0.064 2.448
C 4.192 -0.580 -0.597
C 2.862 -0.740 -0.883
N 1.914 -0.661 0.079
H 1.901 0.107 7.272
H 0.162 1.288 6.201
H -0.297 -0.381 6.536
H -1.912 0.073 4.565
H -2.112 -0.303 2.145
H 2.345 -0.133 4.128
H 3.898 -0.029 2.717
H 6.365 0.799 0.513
H 6.608 -0.938 0.678
H 7.051 0.075 2.718
H 4.917 -0.654 -1.399
H 2.521 -0.948 -1.886
C 6.706 -0.993 -4.503
C 5.376 -1.098 -5.216
C 4.337 -1.871 -4.723
C 3.120 -1.998 -5.395
C 2.925 -1.330 -6.591
N 1.718 -1.401 -7.358
C 0.483 -1.860 -7.010
O -0.309 -2.344 -7.777
N 0.181 -1.823 -5.622
C 0.382 -0.763 -4.754
C 0.897 0.484 -5.114
C 1.067 1.439 -4.132
C 0.729 1.165 -2.825
N 0.209 -0.030 -2.465
C 0.055 -0.961 -3.422
C 3.957 -0.554 -7.104
C 5.160 -0.445 -6.428
H 6.701 -1.548 -3.564
H 6.959 0.047 -4.287
H 7.511 -1.398 -5.117
H 4.489 -2.435 -3.806
H 2.359 -2.663 -5.002
H 1.822 -1.326 -8.360
H -0.577 -2.455 -5.413
H 1.152 0.699 -6.142
H 1.468 2.414 -4.376
H 0.897 1.894 -2.053
H -0.314 -1.923 -3.117
H 3.821 -0.037 -8.049
H 5.954 0.155 -6.860
C -3.003 -2.758 0.849
P -2.142 -1.914 -0.507
C -1.105 -3.133 -1.296
C -1.443 -3.997 -2.334
C -0.450 -4.785 -2.898
C 0.875 -4.696 -2.458
C 1.213 -3.858 -1.407
C 0.211 -3.093 -0.820
C -3.358 -1.203 -1.615
C -3.359 -1.381 -2.999
C -4.345 -0.788 -3.773
C -5.325 -0.010 -3.173
C -5.322 0.183 -1.796
C -4.340 -0.407 -1.015
P -1.882 -3.870 1.888
C -2.015 -3.183 3.571
C -3.179 -2.644 4.129
C -3.208 -2.251 5.461
C -2.082 -2.429 6.263
C -0.927 -2.982 5.726
C -0.892 -3.341 4.381
C -2.970 -5.335 1.943
C -3.243 -5.992 0.743
C -4.012 -7.146 0.727
C -4.503 -7.665 1.918
C -4.215 -7.033 3.116
C -3.451 -5.869 3.133
H -3.722 -3.376 0.309
H -3.560 -2.042 1.453
H -2.465 -4.072 -2.687
H -0.707 -5.485 -3.685
H 1.633 -5.323 -2.911
H 2.223 -3.847 -1.016
H 0.404 -2.632 0.149
H -2.607 -1.986 -3.484
H -4.352 -0.942 -4.845
H -6.098 0.443 -3.781
H -6.088 0.789 -1.330
H -4.352 -0.248 0.057
H -4.089 -2.570 3.541
H -4.119 -1.850 5.888
H -2.121 -2.163 7.313
H -0.061 -3.155 6.354
H 0.007 -3.788 3.967
H -2.836 -5.616 -0.193
H -4.220 -7.647 -0.210
H -5.104 -8.565 1.909
H -4.587 -7.441 4.047
H -3.233 -5.392 4.081
C -1.211 3.469 0.073
C -0.810 2.057 -0.039
O -1.642 1.114 -0.277
O 0.397 1.644 0.062
H -1.404 3.845 -0.937
H -0.418 4.055 0.530
H -2.140 3.553 0.635
*
```

Question: Among the records above, which one has the lowest total energy?
Answer: C29H38F9N3O12SSi2

Question: Which of these has the lowest total energy?
Answer: C29H38F9N3O12SSi2